C34H32O6PRuS3 | the ωB97M-V functional and the def2-TZVPD basis

Summary:
HOMO-LUMO gap (alpha / beta)   7.651 / 7.309 eV
Multiplicity   2
Energy above the lowest of the compared OMol25 structures with the same formula, charge and spin   118.1 kJ/mol
DFT total energy   -92436.661 eV
Lowest unoccupied orbital energy (alpha / beta)   0.13 / 0.13 eV
Expectation value of S²   0.7559

Each line ends with the Löwdin spin population.
CARTESIAN COORDINATES (ANGSTROEM)
Ru -0.206 0.515 0.707  0.921
C 6.975 -0.635 2.012  0.000
C 6.774 0.561 1.336  0.000
C 5.554 0.822 0.728  0.000
C 4.525 -0.114 0.781  0.004
C 4.738 -1.318 1.455  0.000
C 5.953 -1.573 2.072  0.000
P 2.849 0.110 0.062  0.012
C 3.133 1.575 -1.012  0.001
C 2.638 2.867 -0.868  0.001
C 2.930 3.854 -1.805  0.000
C 3.709 3.565 -2.910  0.000
C 4.192 2.273 -3.083  0.000
C 3.900 1.294 -2.150  0.000
C 1.912 0.733 1.518  -0.011
C 2.186 1.996 2.156  0.008
C 1.602 2.350 3.327  -0.007
C 0.730 1.445 3.990  0.008
C 0.521 0.199 3.498  -0.001
C 1.119 -0.192 2.250  -0.005
H 7.927 -0.836 2.487  0.000
H 7.569 1.295 1.285  0.000
H 5.408 1.759 0.205  0.000
H 3.942 -2.053 1.496  0.000
H 6.105 -2.509 2.595  0.000
H 2.003 3.111 -0.027  0.000
H 2.536 4.854 -1.667  0.000
H 3.933 4.335 -3.638  0.000
H 4.793 2.029 -3.950  0.000
H 4.275 0.286 -2.297  0.000
H 2.920 2.653 1.710  0.001
H 1.834 3.305 3.782  -0.001
H 0.285 1.729 4.937  0.000
H -0.057 -0.545 4.026  0.000
O -2.125 0.474 -0.259  0.003
S -3.388 -0.243 0.183  0.003
C -4.654 1.043 -0.051  0.000
C -4.177 2.414 0.413  0.000
C -3.440 3.190 -0.679  0.000
C -2.571 4.310 -0.115  0.000
S -0.802 3.922 0.072  0.001
O -0.690 2.674 0.911  0.002
C -0.466 3.596 -1.658  0.001
C -0.198 2.336 -2.160  0.011
C 0.151 2.199 -3.497  0.001
C 0.215 3.312 -4.319  0.000
C -0.063 4.574 -3.809  0.000
C -0.390 4.721 -2.472  0.000
C -3.448 -0.338 1.957  0.003
C -4.258 -1.341 2.472  0.000
C -4.377 -1.474 3.844  0.002
C -3.676 -0.620 4.685  0.000
C -2.850 0.360 4.157  0.003
C -2.728 0.509 2.784  0.011
H -5.534 0.688 0.486  0.000
H -4.880 1.034 -1.119  0.000
H -3.527 2.297 1.278  0.000
H -5.038 2.992 0.759  0.000
H -4.166 3.618 -1.374  0.000
H -2.820 2.509 -1.260  0.000
H -2.892 4.632 0.878  0.000
H -2.564 5.194 -0.757  0.000
H -0.241 1.460 -1.525  0.011
H 0.380 1.216 -3.885  0.000
H 0.493 3.200 -5.359  0.000
H -0.002 5.446 -4.447  0.000
H -0.560 5.710 -2.060  0.000
H -4.763 -2.028 1.804  0.000
H -4.996 -2.259 4.258  0.000
H -3.758 -0.735 5.758  0.000
H -2.283 1.007 4.813  0.000
H -2.060 1.257 2.376  0.007
O 0.454 -3.678 1.186  0.000
S 0.059 -2.339 1.461  0.002
O 1.367 -1.571 2.072  -0.003
O -0.102 -1.510 0.225  0.004
O -1.009 -2.137 2.407  0.005

C3H10N2O | the ωB97M-V functional and the def2-TZVPD basis

Summary:
HOMO-LUMO gap   10.644 eV
Energy above the lowest of the compared OMol25 structures with the same formula, charge and spin   154.3 kJ/mol
SMILES string   [H]/N=C\N.CCO
DFT total energy   -8299.904 eV
Lowest unoccupied orbital energy   0.93 eV

Each line ends with the natural charge from an NBO analysis.
CARTESIAN COORDINATES (ANGSTROEM)
H 6.623 -0.119 -0.077  0.302
N 6.621 -0.835 -0.811  -0.653
C 5.370 -0.888 -1.087  0.266
N 4.367 -0.273 -0.293  -0.828
H 4.920 -1.654 -1.719  0.162
H 4.797 0.463 0.250  0.367
H 3.540 -0.068 -0.832  0.383
C -6.118 0.716 1.137  -0.640
C -5.015 0.514 0.076  -0.059
O -3.715 0.508 0.608  -0.719
H -7.082 0.756 0.627  0.211
H -6.176 -0.161 1.804  0.198
H -6.058 1.601 1.761  0.215
H -5.014 1.309 -0.690  0.176
H -5.239 -0.379 -0.543  0.153
H -3.598 -0.204 1.250  0.464

C11H14N2O | the ωB97M-V functional and the def2-TZVPD basis

Summary:
HOMO-LUMO gap   8.553 eV
Energy above the lowest of the compared OMol25 structures with the same formula, charge and spin   73.5 kJ/mol
SMILES string   Cc1c[nH]c2ccccc12.CC(N)=O
DFT total energy   -16662.150 eV
Lowest unoccupied orbital energy   0.73 eV

Each line ends with the natural charge from an NBO analysis.
CARTESIAN COORDINATES (ANGSTROEM)
C 0.819 -3.869 -2.896  -0.623
C 0.884 -2.407 -2.510  -0.086
C 1.479 -1.413 -3.217  -0.042
N 1.273 -0.198 -2.549  -0.529
C 0.487 -0.450 -1.442  0.159
C -0.117 0.517 -0.582  -0.256
C -0.566 -0.019 0.595  -0.205
C -0.535 -1.417 0.863  -0.253
C -0.133 -2.313 -0.084  -0.169
C 0.326 -1.838 -1.350  -0.119
H 0.538 -4.045 -3.930  0.220
H 0.056 -4.328 -2.266  0.216
H 1.783 -4.344 -2.707  0.216
H 2.160 -1.366 -4.051  0.209
H 1.473 0.717 -2.914  0.406
H -0.083 1.584 -0.738  0.214
H -0.992 0.600 1.376  0.217
H -0.891 -1.826 1.796  0.215
H -0.162 -3.374 0.133  0.207
C 0.301 3.694 3.135  -0.725
C -0.959 2.882 3.059  0.677
N -1.804 3.197 1.997  -0.850
O -1.354 2.111 3.907  -0.604
H 0.209 4.714 2.768  0.220
H 1.112 3.175 2.622  0.242
H 0.624 3.789 4.171  0.244
H -2.690 2.742 2.112  0.404
H -1.674 3.984 1.385  0.395

C6H24O6 | the ωB97M-V functional and the def2-TZVPD basis

Summary:
HOMO-LUMO gap   10.034 eV
Energy above the lowest of the compared OMol25 structures with the same formula, charge and spin   426.3 kJ/mol
SMILES string   CO.CO.CO.CO.CO.CO
DFT total energy   -18892.594 eV
Lowest unoccupied orbital energy   0.41 eV

Each line ends with the natural charge from an NBO analysis.
CARTESIAN COORDINATES (ANGSTROEM)
C 0.843 -2.372 -4.513  -0.255
O 0.381 -1.243 -3.785  -0.737
H 1.923 -2.424 -4.652  0.169
H 0.511 -3.275 -4.001  0.189
H 0.425 -2.476 -5.514  0.171
H 0.402 -0.518 -4.413  0.478
C 0.287 -0.138 -0.212  -0.249
O -0.567 -0.506 -1.266  -0.764
H 1.320 0.018 -0.523  0.166
H -0.001 0.866 0.099  0.162
H 0.213 -0.869 0.594  0.178
H -0.036 -0.761 -2.024  0.504
C -0.337 0.790 3.434  -0.258
O -1.315 -0.254 3.340  -0.728
H -0.741 1.676 2.945  0.174
H 0.076 1.053 4.408  0.183
H 0.534 0.661 2.791  0.152
H -1.970 0.003 2.686  0.477
C 1.198 4.883 -0.004  -0.236
O 0.452 3.780 0.386  -0.733
H 0.608 5.793 0.104  0.183
H 2.131 5.010 0.545  0.159
H 1.395 4.747 -1.068  0.157
H 0.881 2.925 0.310  0.470
C 2.288 -2.181 3.200  -0.241
O 3.514 -1.643 3.635  -0.743
H 1.804 -1.639 2.387  0.180
H 2.306 -3.251 2.995  0.161
H 1.719 -2.003 4.112  0.170
H 3.750 -1.840 4.545  0.473
C -4.326 -0.933 -1.849  -0.241
O -3.404 -0.072 -1.271  -0.747
H -5.175 -0.853 -1.170  0.177
H -4.521 -0.686 -2.893  0.151
H -4.076 -1.994 -1.868  0.151
H -2.491 -0.274 -1.489  0.497

C21H22IN4PdS4Sb | the ωB97M-V functional and the def2-TZVPD basis

Summary:
HOMO-LUMO gap   4.279 eV
Net charge   -2
Energy above the lowest of the compared OMol25 structures with the same formula, charge and spin   55.7 kJ/mol
DFT total energy   -89553.805 eV
Lowest unoccupied orbital energy   3.61 eV

Each line ends with the natural charge from an NBO analysis.
CARTESIAN COORDINATES (ANGSTROEM)
Pd 2.160 1.598 -0.111  -0.058
S 4.799 1.561 -0.189  -0.490
C 4.676 -0.154 -0.001  0.074
C 5.790 -1.015 -0.107  -0.293
C 5.615 -2.375 0.019  -0.190
C 4.339 -2.884 0.256  -0.339
C 3.298 -1.976 0.369  0.053
N 3.455 -0.658 0.254  -0.497
H 6.763 -0.586 -0.303  0.203
H 6.467 -3.042 -0.073  0.186
H 4.155 -3.945 0.362  0.199
H 2.286 -2.301 0.578  0.212
I 5.380 5.086 2.237  0.108
C 4.109 4.757 0.619  -0.185
C 4.604 4.738 -0.672  -0.208
C 3.707 4.487 -1.702  -0.237
C 2.380 4.248 -1.390  0.036
N 1.907 4.275 -0.142  -0.428
C 2.760 4.519 0.847  0.002
H 5.657 4.880 -0.867  0.222
H 4.045 4.423 -2.727  0.211
H 1.658 4.014 -2.165  0.200
H 2.356 4.508 1.852  0.202
C -1.259 3.816 -0.833  -1.021
Sb -0.431 1.861 -0.348  1.077
C -0.233 2.377 1.764  -0.987
C -2.398 1.023 -0.029  -1.003
H -1.950 4.121 -0.045  0.204
H -1.797 3.782 -1.783  0.197
H -0.445 4.534 -0.894  0.227
H -1.031 1.886 2.322  0.219
H -0.310 3.462 1.855  0.201
H 0.730 2.043 2.144  0.233
H -2.911 1.623 0.724  0.206
H -2.309 -0.006 0.321  0.253
H -2.969 1.050 -0.961  0.196
S -2.636 -6.538 0.432  -0.335
C -2.276 -4.931 0.799  -0.102
S -0.791 -4.436 1.526  0.386
C -1.251 -2.729 1.447  -0.123
N -2.440 -2.586 0.920  -0.385
N -2.996 -3.817 0.575  -0.256
C -4.255 -3.727 -0.077  0.147
C -5.245 -4.683 0.112  -0.217
C -6.465 -4.539 -0.532  -0.219
C -6.709 -3.449 -1.354  -0.237
C -5.720 -2.489 -1.521  -0.232
C -4.497 -2.619 -0.886  -0.159
S -0.200 -1.527 2.002  -0.339
H -5.052 -5.532 0.749  0.245
H -7.232 -5.290 -0.381  0.199
H -7.664 -3.344 -1.854  0.197
H -5.899 -1.625 -2.150  0.205
H -3.727 -1.868 -0.987  0.245

C19H20N4O4 | the ωB97M-V functional and the def2-TZVPD basis

Summary:
HOMO-LUMO gap   7.659 eV
Energy above the lowest of the compared OMol25 structures with the same formula, charge and spin   300.7 kJ/mol
SMILES string   Cn1nc(OC[C@@H]2COCCO2)c2ccc(NC(=O)c3ccccn3)cc21
DFT total energy   -34176.388 eV
Lowest unoccupied orbital energy   -0.09 eV

Each line ends with the natural charge from an NBO analysis.
CARTESIAN COORDINATES (ANGSTROEM)
C 3.233 0.728 2.058  -0.403
N 1.911 0.920 1.460  -0.223
N 1.442 2.203 1.195  -0.310
C 0.171 2.017 0.840  0.464
O -0.748 3.013 0.539  -0.492
C -0.225 4.298 0.186  -0.098
C -0.047 4.397 -1.327  0.045
C 0.925 5.500 -1.741  -0.092
O 0.292 6.807 -1.652  -0.542
C -0.946 6.906 -2.362  -0.089
C -1.954 5.839 -1.892  -0.096
O -1.323 4.551 -2.055  -0.535
C -0.156 0.624 0.859  -0.217
C -1.321 -0.042 0.513  -0.124
C -1.316 -1.455 0.500  -0.301
C -0.165 -2.191 0.851  0.248
N -0.252 -3.569 0.920  -0.633
C 0.548 -4.524 0.336  0.645
O 1.640 -4.248 -0.141  -0.591
C -0.120 -5.861 0.283  0.076
C 0.550 -6.973 -0.276  -0.190
C -0.035 -8.246 -0.252  -0.176
C -1.318 -8.350 0.297  -0.232
C -1.950 -7.235 0.866  0.037
N -1.372 -6.017 0.837  -0.431
C 1.005 -1.491 1.232  -0.308
C 0.977 -0.091 1.181  0.232
H 3.315 1.131 3.057  0.203
H 3.532 -0.326 2.071  0.213
H 3.992 1.181 1.446  0.207
H 0.768 4.466 0.665  0.205
H -0.849 5.070 0.565  0.197
H 0.380 3.449 -1.632  0.207
H 1.218 5.328 -2.794  0.175
H 1.836 5.405 -1.147  0.202
H -1.380 7.911 -2.153  0.191
H -0.735 6.828 -3.433  0.171
H -2.859 5.938 -2.488  0.197
H -2.234 5.981 -0.846  0.167
H -2.196 0.559 0.239  0.228
H -2.247 -1.924 0.198  0.217
H -1.173 -3.942 1.118  0.424
H 1.542 -6.795 -0.707  0.245
H 0.488 -9.106 -0.661  0.227
H -1.797 -9.299 0.369  0.218
H -2.945 -7.343 1.292  0.205
H 1.902 -2.022 1.584  0.236